[1]
C30H37BBr2N3O6PS2SeTi as an isolated structure, computed with wB97M-V/def2-TZVPD.

```
! wB97M-V def2-TZVPD RIJCOSX def2/J DEFGRID3
* xyz -1 2
Ti -0.62929 0.41374 0.27828
C -1.42425 -0.27181 4.95327
C -0.86176 0.13943 3.60781
S -2.04748 0.65614 2.41691
C 0.46497 0.11100 3.39974
C 1.41890 -0.31998 4.49128
S 1.23789 0.62136 1.88800
H -2.48539 -0.03490 5.00574
H -0.91752 0.23450 5.78065
H -1.31137 -1.34988 5.11424
H 1.57943 0.47607 5.22850
H 2.39184 -0.57745 4.07178
H 1.04704 -1.19263 5.03526
Br -5.11909 0.65414 -2.09908
C -4.02959 2.07460 -1.49637
C -4.51675 3.38815 -1.57517
C -3.76308 4.44223 -1.14871
Br -4.47165 6.19938 -1.28924
C -2.47286 4.23281 -0.60497
C -1.60875 5.23435 -0.11660
C -0.39525 4.88564 0.40750
C -0.02649 3.53322 0.46440
N -0.80327 2.58085 0.00243
C -2.00519 2.90509 -0.53946
C -2.77091 1.78073 -1.00147
O -2.25491 0.59754 -0.90786
H -5.50472 3.55315 -1.98165
H -1.92247 6.26900 -0.15666
H 0.28013 5.63379 0.80022
H 0.90031 3.21129 0.92335
C -1.28821 -4.98491 -1.86664
C -1.87509 -3.69609 -1.34160
O -2.00594 -3.81027 0.08645
P -2.21471 -2.36762 0.86224
O -2.23653 -2.97500 2.36900
C -3.42138 -2.75157 3.14102
C -4.41141 -3.88465 2.95940
O -0.65542 -1.83311 0.82632
C 0.46237 -2.66564 1.25035
C 1.50377 -2.74685 0.16246
H -1.20311 -4.94081 -2.95412
H -1.92011 -5.83301 -1.59794
H -0.29380 -5.14692 -1.44834
H -2.85983 -3.50427 -1.77750
H -1.22434 -2.85570 -1.59961
H -3.86070 -1.78855 2.86573
H -3.09596 -2.67507 4.17805
H -4.68550 -3.98811 1.90839
H -5.31810 -3.68899 3.53648
H -3.98149 -4.83026 3.29301
H 0.06535 -3.64787 1.50113
H 0.85432 -2.19516 2.15008
H 1.06884 -3.10219 -0.77209
H 2.29018 -3.44240 0.46817
H 1.95576 -1.77295 -0.02597
O 0.73364 1.09285 -2.71095
B 0.48231 0.04773 -1.77075
O 0.60453 -1.17678 -2.48497
C 0.97207 -0.87336 -3.76140
C 1.24429 -1.72253 -4.80997
C 1.60052 -1.13747 -6.02641
C 1.67444 0.24251 -6.16597
C 1.39671 1.09328 -5.09451
C 1.04830 0.50505 -3.89962
H 1.18851 -2.79629 -4.68566
H 1.82623 -1.77096 -6.87502
H 1.95505 0.66692 -7.12174
H 1.45290 2.16982 -5.19290
C 3.28752 3.09209 -1.89923
N 3.70934 2.53905 -0.62552
C 3.77946 3.23103 0.57137
C 4.19044 2.35815 1.50833
N 4.39014 1.14716 0.87622
C 4.72985 -0.09282 1.54207
C 4.08487 1.24971 -0.44205
Se 4.18376 -0.06110 -1.72309
H 4.02705 2.85084 -2.66160
H 3.20086 4.17172 -1.78997
H 2.33242 2.66322 -2.19714
H 3.51423 4.27029 0.64645
H 4.32655 2.47693 2.56763
H 5.38718 0.12639 2.38186
H 5.23274 -0.73931 0.82704
H 3.81664 -0.57768 1.89090
*
```

Summary:
energy = -308656.6116 eV
relative energy (zero: lowest compared OMol25 entry of this formula, charge and spin) = 12.22 kcal/mol
⟨S²⟩ = 0.754
gap between HOMO and LUMO (spin up / spin down) = 5.89 / 5.93 eV


[2]
C30H37BBrIN9OPRhSe as an isolated structure, computed with wB97M-V/def2-TZVPD.

```
! wB97M-V def2-TZVPD RIJCOSX def2/J DEFGRID3
* xyz 2 6
Rh -0.01501 0.25173 0.74696
C -3.54090 -0.15327 0.46890
C -2.87267 0.68244 -0.56764
C -3.41825 1.31056 -1.67729
C -2.37406 2.02203 -2.25474
N -1.26666 1.81055 -1.53918
N -1.56020 0.99172 -0.49896
B 0.13856 2.49041 -1.53538
N 1.26197 1.41024 -1.65125
C 2.15115 1.27372 -2.64052
C 3.01576 0.24078 -2.31727
C 2.59523 -0.22085 -1.07427
C 3.17654 -1.29921 -0.22683
N 1.52485 0.49528 -0.68850
N 0.26249 3.17965 -0.15750
C 0.13483 4.48577 0.10777
C 0.27540 4.67780 1.46426
C 0.47644 3.40699 1.99119
C 0.76672 3.07903 3.41215
N 0.44204 2.48794 1.00705
N 0.30722 3.45213 -2.66974
C 1.26968 4.40644 -2.82550
C 1.32747 4.73466 -4.14908
C 0.36962 3.89967 -4.77471
C 0.01918 3.82872 -6.22325
N -0.22058 3.12103 -3.88755
H -4.45881 -0.58661 0.07611
H -3.81729 0.46030 1.32911
H -2.89608 -0.96366 0.81336
H -4.44122 1.27720 -2.00911
H -2.33546 2.64999 -3.12770
H 2.11938 1.91660 -3.50521
H 3.85350 -0.11184 -2.89269
H 4.05241 -1.72395 -0.71204
H 2.45271 -2.09723 -0.04870
H 3.48332 -0.90793 0.74349
H -0.04167 5.19492 -0.68247
H 0.26336 5.61050 1.99964
H 1.33025 3.89320 3.86505
H 1.36697 2.17688 3.48713
H -0.14535 2.95789 3.99913
H 1.84313 4.77516 -1.99136
H 1.95372 5.47717 -4.61181
H 0.03055 4.82028 -6.67240
H -0.96912 3.39393 -6.35638
H 0.73840 3.21331 -6.76577
C 0.40731 -3.63313 -1.73338
P -0.76983 -2.33227 -1.40002
C -0.70239 -1.22462 -2.80297
C -2.39879 -3.07045 -1.37705
O -0.46231 -1.66601 -0.04651
H 0.15632 -4.11009 -2.68162
H 0.37909 -4.37777 -0.93871
H 1.41110 -3.21423 -1.80569
H -0.88530 -1.80932 -3.70613
H 0.28515 -0.76893 -2.87829
H -1.46215 -0.44871 -2.73280
H -2.54806 -3.66316 -2.27995
H -3.15773 -2.28971 -1.33915
H -2.49708 -3.71114 -0.50041
Se -1.17028 0.28546 3.14276
C -0.40644 0.19762 4.86098
C 0.96251 0.19479 5.12370
C 1.36131 0.08976 6.44391
N 0.50843 0.00036 7.46454
C -0.79038 0.00704 7.20364
C -1.31032 0.09922 5.91565
H 1.70309 0.27909 4.34012
H 2.41473 0.07983 6.69608
H -1.45637 -0.06848 8.05449
H -2.37909 0.09011 5.75209
Br -2.11401 -3.53060 2.49055
C -0.66088 -4.51334 1.78680
C -0.93401 -5.74434 1.20406
C 0.10304 -6.52865 0.71919
C 1.41463 -6.08661 0.80830
C 1.69164 -4.85335 1.37958
C 0.65462 -4.06765 1.86675
I 1.15754 -2.29850 2.84118
H -1.95575 -6.09591 1.15670
H -0.11879 -7.49365 0.28447
H 2.22556 -6.70277 0.44563
H 2.71433 -4.51195 1.46505
*
```

Summary:
energy = -203619.3801 eV
⟨S²⟩ = 8.775
gap between HOMO and LUMO (spin up / spin down) = 8.98 / 4.79 eV


[3]
C30H37F3N7O2Ti as an isolated structure, computed with wB97M-V/def2-TZVPD.

```
! wB97M-V def2-TZVPD RIJCOSX def2/J DEFGRID3
* xyz 3 1
Ti -1.20662 1.17558 0.11895
C -5.69063 -0.24461 1.38236
N -5.56661 0.89979 0.47268
C -6.81828 1.47377 -0.04781
C -4.36851 1.43231 0.26179
N -3.23479 0.93128 0.70065
N -4.34369 2.63894 -0.42662
C -3.25053 3.29693 -0.91161
N -3.48963 4.48208 -1.46623
N -2.03773 2.78491 -0.84433
H -6.70752 -0.61764 1.32525
H -5.48150 0.04927 2.41176
H -5.03321 -1.06124 1.08223
H -6.67028 1.91768 -1.02990
H -7.24533 2.20009 0.64575
H -7.53020 0.66496 -0.18123
H -3.38531 0.06978 1.21259
H -5.22944 3.10794 -0.52829
H -4.41121 4.88679 -1.51499
H -2.73757 5.03651 -1.84375
H -1.34962 3.39446 -1.27358
C 3.32878 3.82793 1.07293
C 3.19464 2.58365 0.17747
C 3.76266 2.87109 -1.22199
C 3.92675 1.39063 0.81765
C 1.77741 2.24351 0.05015
C 0.59057 1.96027 -0.06856
H 4.38326 4.09197 1.15609
H 2.94600 3.63660 2.07602
H 2.79643 4.67856 0.64784
H 4.82970 3.07662 -1.13188
H 3.28489 3.74102 -1.67207
H 3.63054 2.01701 -1.88727
H 4.97199 1.65831 0.97241
H 3.88642 0.51236 0.17178
H 3.49531 1.13398 1.78603
F 1.06899 1.99988 6.56512
C -0.12399 1.43179 6.38163
F -1.05220 2.18998 6.96276
F -0.12219 0.23254 6.95926
C -0.39888 1.31374 4.89001
C -0.83633 2.42589 4.18283
C -1.04723 2.29776 2.82954
N -0.85498 1.13333 2.18472
C -0.42274 0.06589 2.86889
C -0.18402 0.11798 4.22678
H -1.00789 3.37247 4.67668
H -1.37136 3.14197 2.23303
H -0.25895 -0.84162 2.30344
H 0.15760 -0.76016 4.75606
C 4.06142 -1.94418 -2.04630
O 2.95263 -2.70577 -1.55330
C 2.98644 -4.04549 -1.70720
C 4.02442 -4.75337 -2.30454
C 3.98400 -6.13740 -2.35939
C 2.92221 -6.84963 -1.80832
C 1.88856 -6.15626 -1.21886
C 1.90169 -4.76365 -1.19774
N 0.81529 -4.12196 -0.51839
C 0.14979 -3.02620 -0.71521
C 0.11580 -2.17080 -1.87213
C 0.53298 -2.61113 -3.13770
C 0.38237 -1.81733 -4.25313
C -0.17589 -0.55031 -4.11855
C -0.60416 -0.09592 -2.88144
C -0.47057 -0.90137 -1.76529
O -0.91610 -0.43623 -0.54144
H 3.81335 -0.90576 -1.84918
H 4.18579 -2.09206 -3.11922
H 4.97756 -2.21344 -1.52103
H 4.87486 -4.22814 -2.71296
H 4.80356 -6.66800 -2.82483
H 2.90597 -7.92929 -1.83925
H 1.04780 -6.68959 -0.78816
H 0.51547 -4.65129 0.29394
H -0.53539 -2.78825 0.09016
H 0.94938 -3.60370 -3.24058
H 0.69302 -2.17720 -5.22382
H -0.28794 0.08505 -4.98715
H -1.05729 0.88413 -2.79198
*
```

Summary:
energy = -77482.0844 eV
relative energy (zero: lowest compared OMol25 entry of this formula, charge and spin) = 7.72 kcal/mol
gap between HOMO and LUMO = 6.31 eV